# C4H6ClN2

An isolated ion of composition C4H6ClN2 and charge +1 in a non-equilibrium geometry (ωB97M-V/def2-TZVPD, the OMol25 dataset).

Atoms and positions in Å:
C 1.119601 0.203447 0.245510
C -0.831398 -0.708011 -0.199937
C 1.268146 -1.157699 0.152425
C -0.905201 1.703324 -0.106282
N 0.029736 -1.770864 -0.079435
N -0.203319 0.453231 0.064118
Cl 2.776778 -1.929687 0.553494
H 1.884183 0.993946 0.166702
H -1.820958 -0.886342 -0.297007
H -1.036613 2.290724 0.751590
H -0.294514 2.301089 -0.729068
H -1.801764 1.284071 -0.500957
H -0.184678 -2.777229 -0.021154

Atoms 1-2, force components in eV/Å:
C -1.6 2.4 -1.2
C -1.2 -2.6 -1.1

Properties
- LUMO energy (spin up / spin down): -3.72 / -7.76 eV
- ΔE to the lowest compared entry with this formula, charge and spin: 0.0 kJ/mol
- Total charge: +1
- HOMO energy (spin up / spin down): -10.313 / -15.779 eV
- Spin multiplicity: 3

These are the Löwdin partial charges, in e, on atoms 1 to 8: number 1, C, carries 0.032; number 2, C, carries -0.081; number 3, C, carries -0.573; number 4, C, carries 0.052; number 5, N, carries 0.086; number 6, N, carries -0.104; number 7, Cl, carries 0.818; number 8, H, carries 0.176